Computed, not measured: a molecular structure, C14H11Cl3N3O3SSeZr, with wB97M-V/def2-TZVPD.

spin multiplicity	2
HOMO energy (spin up / spin down)	-5.527 / -8.222	eV
molar mass	577.9	g mol⁻¹

```
37
Properties=species:S:1:pos:R:3:forces:R:3:lowdin_spin:R:1
Zr -0.2847 0.2304 0.2714 0.653 -0.835 1.011 0.571
O 1.6086 0.1212 -0.5123 0.606 0.011 -0.452 0.033
N 2.2501 -1.0055 -0.8734 -0.027 -0.014 0.029 0.012
C 3.4829 -0.8398 -1.3960 0.028 -0.055 0.063 0.001
C 4.2153 -1.9164 -1.8005 0.000 0.017 0.010 0.000
C 3.6564 -3.1926 -1.6569 0.006 -0.002 -0.008 0.000
C 2.4040 -3.3317 -1.1225 0.018 0.004 -0.004 0.000
C 1.6563 -2.2124 -0.7116 0.030 0.009 0.041 0.006
S 0.0882 -2.3408 -0.0309 0.050 -0.045 -0.036 0.016
H 3.8043 0.1888 -1.4423 0.002 0.000 -0.014 0.001
H 5.2009 -1.7655 -2.2133 0.001 -0.004 -0.001 0.000
H 4.2116 -4.0678 -1.9664 0.002 0.002 0.001 0.000
H 1.9462 -4.3016 -0.9957 -0.001 0.002 0.000 0.000
C 1.3260 6.4113 -0.5648 0.030 0.044 -0.040 0.014
C 0.8635 5.0155 -0.2831 -0.050 -0.107 0.042 0.082
C 1.4161 4.2567 0.7504 0.034 0.041 0.051 -0.007
C 0.9721 2.9823 1.0029 -0.101 -0.046 0.031 0.068
N -0.0225 2.3911 0.2901 0.284 0.917 -0.233 0.026
C -0.5814 3.1394 -0.6930 -0.029 -0.027 0.041 0.077
C -0.1591 4.4113 -1.0074 -0.017 0.097 0.013 -0.006
H 2.4107 6.4888 -0.4860 -0.003 -0.003 0.005 0.002
H 0.8961 7.1140 0.1527 -0.006 -0.014 0.005 0.006
H 1.0303 6.7323 -1.5627 -0.005 -0.001 0.003 0.000
H 2.2124 4.6592 1.3638 -0.002 -0.001 -0.002 -0.002
H 1.4126 2.3867 1.7928 0.019 -0.022 -0.012 0.003
H -1.3935 2.6826 -1.2424 0.012 -0.025 -0.028 0.005
H -0.6478 4.9368 -1.8179 0.002 0.002 0.006 -0.002
Cl -3.7274 -2.3311 -1.3853 -0.016 -0.040 -0.004 0.003
C -3.4747 -0.6788 -1.9562 -0.015 0.083 0.005 0.002
Cl -3.1427 -0.6740 -3.6819 -0.004 -0.003 -0.003 0.000
Cl -4.8980 0.3200 -1.6130 0.008 -0.021 0.001 0.003
C -2.2905 -0.1036 -1.1602 -0.389 0.092 -0.191 0.031
O -1.2069 0.1862 -1.7307 -0.351 0.100 -0.533 0.013
O -2.4056 0.0254 0.0861 -1.096 -0.231 -0.327 0.020
Se 2.6846 -0.7878 2.9038 -0.067 0.024 0.021 0.007
C 1.0216 -0.2836 2.6279 0.173 -0.035 0.350 0.008
N -0.0910 0.0672 2.4185 0.220 0.087 0.158 0.007
```
Positions in Å, forces in eV/Å.

Computed, not measured: C5H8OS2 in the gas phase, with wB97M-V/def2-TZVPD.

HOMO energy	-8.668	eV
molar mass	148.3	g mol⁻¹
SMILES string	O[C@@H]1CS[C@@H]2[C@@H](S)[C@H]21

```
16
Properties=species:S:1:pos:R:3:forces:R:3:mulliken_charge:R:1
O 2.3951 0.0256 -1.2693 0.537 0.309 -0.048 -0.543
C 1.1189 -0.3874 -0.8819 -0.213 -0.875 -0.182 0.000
C 0.0979 -0.3546 -2.0891 0.091 0.605 -0.927 -0.754
S -1.5866 0.1719 -1.4992 0.334 0.237 0.786 -0.157
C -0.9316 -0.0366 0.2033 -0.224 -0.189 -0.540 -0.276
C -0.2892 0.7094 1.3742 -0.274 -0.384 -0.287 -0.012
S 0.0844 -0.2827 2.8119 0.367 0.076 -0.057 -0.259
C 0.4548 0.5268 0.0797 -0.301 0.967 -0.330 -0.406
H 2.7771 -0.6058 -1.8877 -0.093 0.002 0.055 0.332
H 1.1320 -1.3959 -0.4815 0.168 -0.346 0.073 0.306
H -0.0318 -1.3028 -2.5801 0.096 -0.726 0.155 0.431
H 0.4750 0.2857 -2.9226 -0.279 0.060 0.891 0.359
H -0.9282 -1.1067 0.4440 0.099 0.384 -0.099 0.290
H -0.5561 1.7431 1.5292 0.124 0.095 0.249 0.381
H -1.1314 -0.3021 3.3560 -0.265 0.073 0.010 0.126
H 0.4326 1.5071 -0.4239 -0.165 -0.290 0.251 0.181
```
Positions in Å, forces in eV/Å.

Computed, not measured: a molecular structure, C26H28MoN6O9S, with wB97M-V/def2-TZVPD.

HOMO energy	-7.811	eV
molar mass	696.6	g mol⁻¹

```
71
Properties=species:S:1:pos:R:3:forces:R:3:mulliken_charge:R:1
Mo 1.5444 0.4356 0.7683 -0.146 -0.893 -0.141 1.142
O 1.0767 0.0587 2.9088 -0.008 -0.118 0.004 -0.185
C 1.9146 -0.6171 3.8527 -0.023 0.302 -0.063 -0.825
C 3.1108 0.2617 4.0781 -0.020 -0.151 -0.200 0.423
C 3.0696 1.3665 4.9101 0.035 0.106 0.094 -0.651
C 4.1711 2.2074 4.9620 -0.082 -0.062 -0.006 -0.342
C 5.2769 1.9116 4.1812 -0.015 -0.040 -0.013 -0.672
C 5.2320 0.7793 3.3857 0.125 0.144 0.043 -0.215
N 4.1765 -0.0252 3.3314 0.166 -0.109 0.162 -0.454
H 0.1880 -0.4558 2.8895 -0.040 0.030 0.048 0.408
H 2.2359 -1.5878 3.4673 -0.038 -0.017 -0.016 0.295
H 1.3382 -0.7600 4.7685 0.054 -0.027 0.028 0.504
H 2.1795 1.5661 5.4917 0.004 0.022 -0.007 0.431
H 4.1614 3.0839 5.5962 0.005 -0.002 0.002 0.416
H 6.1564 2.5395 4.1797 -0.007 0.011 0.018 0.397
H 6.0775 0.5094 2.7614 -0.025 0.011 -0.009 0.412
O 4.5878 -2.4068 -3.4568 0.006 -0.003 0.005 -0.554
C 5.1050 -2.6999 -2.2749 -0.008 -0.046 0.000 0.319
O 6.0291 -3.4644 -2.1445 -0.002 0.022 -0.005 -0.616
C 4.5022 -2.0447 -1.0823 -0.019 0.020 -0.021 0.134
C 4.9427 -2.2580 0.2114 0.117 -0.034 0.008 -0.272
N 4.1763 -1.5397 1.0342 -0.192 0.133 0.075 0.052
N 3.2603 -0.8437 0.3466 0.029 -0.100 -0.069 0.086
C 3.4399 -1.1451 -0.9334 -0.049 0.083 0.059 -0.541
C 2.5015 -0.5027 -1.8923 -0.071 0.042 -0.045 1.207
O 2.6067 -0.6595 -3.0945 0.005 -0.001 0.050 -0.861
O 1.6060 0.2465 -1.3142 -0.021 0.094 0.008 -0.869
H 3.8284 -1.7690 -3.3924 0.009 0.011 0.006 0.462
H 5.7573 -2.8689 0.5614 -0.004 -0.001 0.001 0.574
H 4.2700 -1.2673 2.0290 0.049 -0.086 -0.008 0.347
O 2.3467 1.8141 1.1524 0.267 0.575 0.074 -0.731
C -5.6233 2.3595 -0.8998 0.007 0.004 0.001 -0.773
C -4.7329 3.2478 -0.0358 -0.022 -0.004 0.004 -0.829
C -3.4524 2.5674 0.4208 0.009 0.014 0.018 -0.645
N -2.6259 2.2471 -0.7373 0.008 0.045 -0.017 -0.083
C -1.4332 1.6617 -0.6863 -0.011 -0.113 0.159 0.433
S -0.7761 1.3031 0.8538 -0.103 0.162 -0.111 -0.216
N -0.8015 1.3532 -1.8374 0.050 0.034 -0.087 0.171
C -1.3249 1.4064 -3.1532 0.026 -0.024 0.031 0.285
O -0.6352 1.7859 -4.0598 -0.010 0.010 -0.014 -0.521
C -2.7073 0.8770 -3.3620 -0.002 0.012 0.007 -0.513
C -3.2000 -0.1635 -2.5789 -0.050 -0.049 -0.036 0.399
C -4.4558 -0.6870 -2.8419 0.039 0.006 0.012 -0.760
C -5.2252 -0.1592 -3.8705 -0.008 0.006 -0.016 -0.403
C -4.7358 0.8821 -4.6483 -0.018 -0.002 -0.006 -0.674
C -3.4716 1.3945 -4.4031 0.026 -0.018 0.014 -0.341
H -6.5582 2.8657 -1.1390 -0.001 0.001 -0.005 0.385
H -5.8661 1.4305 -0.3802 0.003 0.000 0.000 0.269
H -5.1540 2.0887 -1.8492 -0.006 0.000 0.009 0.077
H -5.2766 3.5517 0.8602 -0.001 0.001 -0.003 0.380
H -4.4809 4.1688 -0.5698 0.001 -0.001 0.000 0.329
H -3.6762 1.6501 0.9721 0.001 -0.011 -0.009 0.384
H -2.8851 3.2151 1.0902 0.007 -0.006 -0.004 0.459
H -3.0470 2.3980 -1.6409 0.030 0.025 0.000 0.350
H 0.1921 1.0733 -1.7821 -0.052 0.012 0.019 0.377
H -2.5909 -0.5719 -1.7811 -0.006 -0.005 -0.002 0.621
H -4.8338 -1.5081 -2.2473 -0.003 0.000 0.002 0.441
H -6.2083 -0.5654 -4.0700 0.000 0.003 -0.003 0.387
H -5.3346 1.2868 -5.4533 -0.003 -0.004 0.003 0.413
H -3.0575 2.1846 -5.0159 0.001 0.001 0.005 0.484
O 1.1610 -2.6827 -1.1424 -0.008 0.001 0.008 -0.516
C 0.3913 -2.6777 -0.2080 0.018 -0.016 -0.044 -0.099
C -0.6678 -3.7524 0.0094 0.005 0.017 0.001 -0.646
C -1.3741 -3.3079 1.2763 -0.009 -0.001 -0.014 -0.516
C -0.6214 -2.0545 1.6712 -0.035 -0.044 0.009 -0.023
O -0.8988 -1.4354 2.7109 0.017 0.015 -0.012 -0.781
N 0.3473 -1.7156 0.7944 0.004 0.017 -0.006 0.763
H -0.1698 -4.7176 0.0931 -0.005 -0.002 0.004 0.281
H -1.3076 -3.7931 -0.8713 0.004 -0.004 -0.006 0.283
H -1.3282 -4.0246 2.0955 0.000 0.005 0.004 0.298
H -2.4234 -3.0471 1.1341 -0.003 -0.005 0.002 0.253
```
Positions in Å, forces in eV/Å.

Calculated values (eV/A) of max |F| for the records, taken in order: 1.46 1.11 0.92.
Calculated values (kcal/mol) of energy relative to the best compared isomer or geometry (same formula, charge and spin) for the records, taken in order: 9.6 70.5 5.8.